DFT (the ωB97M-V functional and the def2-TZVPD basis) results for a structure of composition C17H15GaN2O4S2.

Properties
LUMO ... 0.51 eV
HOMO-LUMO gap ... 8.820 eV
Electronic energy ... -103092.915 eV
Energy relative to the best compared isomer or geometry (same formula, charge and spin) ... 31.45 kJ/mol

Last column: Löwdin charge in e.
Element x y z (Å)
Ga -0.37879 -0.22753 -0.49133  0.380
N 3.69842 0.47388 0.33796  0.189
C 2.44434 0.35424 -0.16028  -0.505
O 1.76833 -0.62463 0.10927  0.016
C 1.89863 1.48675 -1.04297  -0.177
C 0.60897 1.07082 -1.67916  -0.183
H 3.90738 -0.18656 1.07543  0.120
H 4.15366 1.36179 0.44591  0.112
H 2.68303 1.82448 -1.76798  0.133
H 1.70852 2.29504 -0.32154  0.106
H 0.74049 0.64008 -2.63514  0.046
H -0.16181 1.90231 -1.75343  0.089
S -2.50815 -0.80154 -1.45216  0.735
C -1.79820 -2.32569 -1.14909  -1.061
N -0.59217 -2.26796 -0.62808  -0.031
C -0.09926 -3.54982 -0.42086  -0.274
C 1.16007 -3.82722 0.14611  0.002
C 1.48375 -5.14343 0.35381  -0.086
C 0.59791 -6.19507 0.09171  -0.077
C -0.64495 -5.89694 -0.45711  -0.087
C -0.98415 -4.57354 -0.72380  -0.459
S -2.47433 -3.90956 -1.35964  1.078
H 1.87996 -3.02961 0.34365  0.107
H 2.40980 -5.30922 0.84838  0.095
H 0.81575 -7.22246 0.34119  0.102
H -1.29977 -6.73628 -0.66085  0.108
O -3.08563 1.71385 0.72320  0.058
C -2.30337 2.79673 0.70051  -0.267
C -2.83341 3.97941 0.22607  -0.014
C -2.12639 5.16105 0.24861  -0.069
C -0.82243 5.17767 0.74011  -0.098
C -0.23487 4.01326 1.14902  -0.012
C -0.95694 2.78781 1.12203  -0.077
C -0.22339 1.58142 1.45929  -0.513
O 0.94243 1.60726 1.85292  0.069
O -0.83840 0.41283 1.18482  -0.073
H -2.49639 0.95674 0.96727  0.071
H -3.82538 3.99451 -0.13810  0.109
H -2.59817 6.11647 -0.06535  0.120
H -0.38141 6.15177 0.86509  0.097
H 0.76631 3.96692 1.57454  0.121


DFT (the ωB97M-V functional and the def2-TZVPD basis) results for a structure of composition C35H53FeN4OP2S.

Properties
Expectation value of S² ... 6.0785
LUMO (spin up / spin down) ... -2.35 / -2.96 eV
HOMO-LUMO gap (spin up / spin down) ... 5.546 / 7.490 eV
Electronic energy ... -108954.069 eV
Spin multiplicity ... 5
Net charge ... +1

Last column: Löwdin charge in e.
Element x y z (Å)
C -1.75400 -1.64559 -1.86742  -0.329
C 0.53005 -1.87640 -1.75619  -0.233
C -1.82778 -2.51829 -2.95396  -0.032
C 0.50771 -2.96467 -2.64271  -0.026
C -0.69391 -3.27548 -3.28132  -0.044
H -2.74569 -2.56214 -3.54337  0.119
H 1.43943 -3.47533 -2.89096  0.119
H -0.73609 -4.02823 -4.05915  0.111
N -0.63335 -1.51053 -1.13514  0.051
P -2.76847 0.05065 0.07845  1.098
P 3.04621 -0.46316 -0.37437  1.314
C -2.79139 -0.56663 -1.65956  -0.225
H -2.52306 0.29810 -2.29378  0.101
H -3.78330 -0.91383 -1.96810  0.078
C -0.05776 1.27592 1.57005  -0.229
O 0.77512 1.97793 2.01103  0.111
C 1.59604 -0.82544 -1.82376  -0.272
H 2.22320 -1.06744 -2.68617  0.085
C 4.33294 0.45434 -1.43032  -0.668
C 3.65244 -0.98858 1.36710  -0.694
C -3.33488 1.85364 0.02646  -0.665
C -4.03737 -1.15643 0.78659  -0.664
C 4.09104 1.96045 -1.24669  -0.078
H 4.11122 2.26522 -0.19540  0.081
H 4.89109 2.49490 -1.77831  0.096
H 3.13450 2.26651 -1.68934  0.057
C 5.76791 0.07392 -1.03017  -0.100
H 6.01768 0.34069 0.00003  0.058
H 5.95905 -0.99515 -1.19411  0.079
H 6.45984 0.62839 -1.68223  0.095
C 4.24080 0.17536 -2.94183  -0.090
H 4.99232 0.81792 -3.42521  0.099
H 4.46980 -0.86952 -3.19242  0.096
H 3.27742 0.46404 -3.37885  0.054
C 4.38941 0.14938 2.10018  -0.087
H 3.67539 0.95362 2.33896  0.080
H 4.78632 -0.23546 3.05754  0.095
H 5.22548 0.59240 1.54760  0.052
C 2.50467 -1.38372 2.30772  -0.155
H 1.89054 -0.50697 2.55254  0.031
H 1.85238 -2.14995 1.87562  0.045
H 2.91110 -1.77011 3.26012  0.096
C 4.47520 -2.24308 1.03756  -0.111
H 5.37886 -2.02351 0.45448  0.058
H 4.77550 -2.75886 1.96390  0.093
H 3.84853 -2.93376 0.45060  0.079
C -4.37580 -0.72672 2.21587  -0.094
H -5.03218 -1.49304 2.65484  0.095
H -3.47726 -0.66439 2.84344  0.053
H -4.91528 0.22768 2.25733  0.070
C -3.40576 -2.55882 0.82736  -0.104
H -3.06327 -2.89025 -0.16047  0.075
H -2.55674 -2.59389 1.52239  -0.002
H -4.17035 -3.26610 1.18148  0.099
C -5.32607 -1.27936 -0.05682  -0.082
H -6.03180 -1.90064 0.51585  0.096
H -5.81429 -0.32130 -0.26069  0.059
H -5.15076 -1.79679 -1.00884  0.077
C -2.47896 2.64024 -0.98592  -0.089
H -2.74663 2.40540 -2.02417  0.083
H -2.65102 3.71718 -0.82653  0.097
H -1.40224 2.45056 -0.86327  0.047
C -3.10177 2.44898 1.42476  -0.094
H -2.03025 2.44069 1.67946  0.038
H -3.44148 3.49461 1.42360  0.099
H -3.65541 1.91686 2.20864  0.068
C -4.81588 1.97151 -0.35586  -0.091
H -5.03564 1.50112 -1.32379  0.088
H -5.48504 1.55933 0.41133  0.072
H -5.06207 3.04109 -0.45086  0.095
Fe -0.51371 -0.13331 0.48996  0.097
N 0.40187 0.93569 -0.74316  0.006
C 0.98986 0.48989 -1.79210  -0.442
C 0.99475 1.37815 -3.00582  -0.189
C 0.91834 2.76277 -2.79555  -0.060
C 0.93233 0.86147 -4.31321  -0.037
C 0.82201 3.63473 -3.88090  -0.065
H 0.92824 3.11976 -1.76125  0.111
C 0.79431 1.73621 -5.39574  -0.072
H 0.96518 -0.22559 -4.46211  0.119
C 0.73631 3.11947 -5.18174  -0.077
H 0.80813 4.71110 -3.70495  0.107
H 0.73141 1.32588 -6.40488  0.107
H 0.61003 3.79456 -6.02827  0.106
C -0.25815 -2.49411 5.38277  -0.012
N -0.58559 -1.09306 5.14643  -0.111
C -0.67557 -0.11791 6.12476  -0.026
C -0.97246 1.05028 5.50042  -0.039
N -1.05758 0.76159 4.15356  0.081
C -0.79499 -0.54916 3.91915  -0.626
S -0.69114 -1.36651 2.42067  0.787
H -1.01097 -3.14706 4.92620  0.097
H 0.72557 -2.74473 4.96596  0.095
H -0.24169 -2.65850 6.46397  0.099
H -0.52253 -0.34980 7.16520  0.130
H -1.11949 2.04427 5.88012  0.125
H -1.23070 1.44490 3.41568  0.108


DFT (the ωB97M-V functional and the def2-TZVPD basis) results for a structure of composition C12H13Cl2CrLaNO3.

Properties
Expectation value of S² ... 3.9812
LUMO (spin up / spin down) ... -16.04 / -16.04 eV
HOMO-LUMO gap (spin up / spin down) ... 6.124 / 6.356 eV
Electronic energy ... -74565.347 eV
Spin multiplicity ... 4
Net charge ... +4

Last column: Löwdin charge in e.
Element x y z (Å)
La -2.94635 -3.75290 -0.83479  1.768
Cr 0.82268 -1.12776 1.25562  0.430
Cl -2.82420 -1.62151 -2.18498  -0.046
Cl 1.71539 -3.17273 0.98141  0.188
C 1.56088 -0.62053 2.87176  0.002
C -4.34139 -2.65931 0.66232  -0.152
C -2.84992 -4.55342 1.40968  -0.101
O 2.01966 -0.39065 3.92699  0.280
O -4.91783 -2.20776 1.57253  0.258
O -2.99279 -4.88550 2.51787  0.262
C 1.60999 1.96330 -2.02617  0.043
N 1.55508 0.52862 -1.67646  -0.172
C 2.60328 -0.24259 -2.38214  0.045
C 1.63999 0.30788 -0.14981  -0.139
C 0.38740 0.85209 0.46578  -0.324
C 0.24620 2.22636 0.75065  0.029
C -1.00716 2.68389 1.16204  0.039
C -2.10151 1.81545 1.24700  0.035
C -1.95562 0.43951 1.00030  -0.047
C -0.69244 -0.01520 0.69027  -0.147
H 2.49263 2.40619 -1.55719  0.138
H 0.70482 2.45913 -1.67777  0.109
H 1.68310 2.04470 -3.11332  0.136
H 0.62338 0.16377 -1.94133  0.194
H 3.58232 0.09450 -2.03133  0.139
H 2.47164 -1.30477 -2.16418  0.116
H 2.49961 -0.05822 -3.45398  0.133
H 1.77327 -0.80988 -0.11227  0.046
H 2.56871 0.80026 0.15956  0.180
H 1.09661 2.91148 0.64932  0.157
H -1.13581 3.74455 1.40247  0.157
H -3.08126 2.21924 1.51896  0.152
H -2.81037 -0.23818 1.06118  0.090


DFT (the ωB97M-V functional and the def2-TZVPD basis) results for a structure of composition C37H36ClN2OP2Ti.

Properties
LUMO (spin up / spin down) ... -10.77 / -10.90 eV
HOMO-LUMO gap (spin up / spin down) ... 5.722 / 5.594 eV
Electronic energy ... -98170.482 eV
Net charge ... +3

Last column: Löwdin charge in e.
Element x y z (Å)
Ti -0.82664 0.05708 0.53914  0.703
Cl -1.29464 0.84398 -1.64139  0.432
P -0.51343 -2.26147 -0.77977  1.076
P 0.28878 2.37825 0.65202  1.060
C 0.52774 -3.57261 -0.09643  -0.385
C -0.27219 -2.54304 -2.53186  -0.379
C -2.21873 -2.77779 -0.44524  -0.377
C -0.73925 3.14517 1.87735  -0.381
C 1.95346 2.75571 1.20316  -0.377
C 0.10342 3.39770 -0.82748  -0.430
C 0.00089 -4.58676 0.70694  -0.069
C 0.86192 -5.52677 1.26675  -0.042
C 2.22714 -5.49136 0.96562  -0.037
C 2.73894 -4.52614 0.08668  -0.054
C 1.88239 -3.57816 -0.46042  -0.112
H -1.06876 -4.69122 0.86690  0.111
H 0.47093 -6.28768 1.94805  0.128
H 2.91561 -6.19198 1.45080  0.128
H 3.80981 -4.50346 -0.15080  0.126
H 2.26548 -2.87169 -1.19685  0.119
C -2.65656 -2.56224 0.86934  -0.181
C -3.95672 -2.93679 1.23270  -0.048
C -4.78762 -3.53549 0.27505  -0.018
C -4.33608 -3.77142 -1.03849  -0.011
C -3.04401 -3.39373 -1.40391  -0.027
H -1.97947 -2.15069 1.63553  0.093
H -4.32033 -2.71669 2.24620  0.128
H -5.82758 -3.76421 0.54712  0.133
H -5.02283 -4.20992 -1.77553  0.136
H -2.69124 -3.61838 -2.40769  0.119
C -0.01135 -3.80623 -3.08734  -0.071
C 0.12230 -3.95172 -4.47146  -0.031
C -0.01366 -2.83686 -5.30696  -0.025
C -0.30084 -1.57576 -4.76787  -0.042
C -0.43035 -1.45544 -3.39621  -0.146
H 0.09569 -4.69509 -2.46703  0.122
H 0.35294 -4.93559 -4.89824  0.130
H 0.14168 -2.92884 -6.37886  0.125
H -0.41831 -0.68844 -5.40222  0.126
H -0.71566 -0.48939 -2.96233  -0.061
C 2.84410 3.49828 0.42280  -0.051
C 4.12811 3.74279 0.90176  -0.031
C 4.50442 3.26781 2.16035  -0.027
C 3.57296 2.61468 2.98337  -0.052
C 2.29941 2.35505 2.50152  -0.133
H 2.54336 3.94969 -0.51903  0.116
H 4.84793 4.29626 0.29227  0.131
H 5.54162 3.35671 2.49913  0.129
H 3.85443 2.26469 3.98303  0.127
H 1.56583 1.87954 3.15558  0.121
C -2.00245 2.58715 2.06993  -0.120
C -2.83340 3.09116 3.07294  -0.035
C -2.40481 4.18373 3.83482  -0.018
C -1.15893 4.78621 3.61014  -0.011
C -0.32322 4.27109 2.61798  -0.055
H -2.36146 1.78348 1.40452  0.010
H -3.80117 2.60568 3.25523  0.128
H -3.04413 4.54004 4.64047  0.129
H -0.83510 5.64001 4.22017  0.136
H 0.64261 4.74903 2.44623  0.130
C -0.47828 4.66060 -0.77812  -0.051
C -0.59494 5.39873 -1.95755  -0.029
C -0.12817 4.86607 -3.16986  -0.024
C 0.46700 3.59227 -3.21051  -0.050
C 0.59114 2.87157 -2.03112  -0.226
H -0.83704 5.08829 0.15390  0.111
H -1.07826 6.38222 -1.93880  0.129
H -0.26368 5.42228 -4.10777  0.129
H 0.81218 3.15175 -4.15635  0.127
H 1.04878 1.88608 -2.04705  0.084
H -3.03115 0.23916 0.89762  0.165
H -2.60054 0.41253 0.22292  -0.008
N 2.04252 -1.81143 2.53647  0.260
C 1.90621 -0.77822 1.70798  -0.538
N 3.07101 -0.25000 1.32043  0.263
O 0.77676 -0.33884 1.34821  -0.208
H 2.94512 -2.11850 2.82565  0.139
H 1.26745 -2.39807 2.80955  0.143
H 3.15749 0.40799 0.57353  0.132
H 3.90024 -0.70462 1.61884  0.138